C4H6Cl2 | wB97M-V/def2-TZVPD

molar mass	124.998	g/mol
E_tot	-29288.642	eV
SMILES	C[C@]1(Cl)C[C@H]1Cl
LUMO level	0.9	eV
ΔE to the lowest compared entry with this formula, charge and spin	27.9	kcal per mole
gap between HOMO and LUMO	10.550	eV
net charge	0

Element x y z (Å)
C1 -1.669643 1.275335 -0.605088
C2 -0.653891 0.318869 -0.098499
C3 -0.052754 0.855917 1.197075
C4 0.721171 0.772595 -0.088770
H1 -1.567681 2.302253 -0.187572
H2 -1.847447 1.229515 -1.683755
H3 -2.574513 0.882398 -0.272371
H4 0.099864 0.148472 2.010568
H5 -0.723841 1.657150 1.458436
H6 0.711465 1.724491 -0.620459
Cl1 -1.212454 -1.359172 0.031160
Cl2 2.143798 -0.245568 -0.215463

Atomic forces in eV per Å
C -0.17 0.37 -1.23
C -0.80 -1.09 1.57
C -1.02 -0.80 0.15
C 0.67 1.12 0.03
H 0.16 -0.70 -0.69
H 0.65 0.46 -0.11
H -1.86 -0.34 1.04
H 0.32 0.02 -0.48
H 1.02 0.84 0.49
H 1.07 -0.30 -0.12
Cl 0.41 0.09 -0.61
Cl -0.45 0.33 -0.02

Results of the natural (NBO) charge analysis, in e, for atoms 1 through 4: -0.632, -0.052, -0.437, -0.237

***

C4H6Cl2O4S2 | wB97M-V/def2-TZVPD

molar mass	253.128	g/mol
E_tot	-59147.335	eV
LUMO level	-0.8	eV
gap between HOMO and LUMO	9.209	eV
net charge	0

Element x y z (Å)
C1 -0.487804 0.879145 -1.532923
C2 0.719912 -0.055968 -1.089794
C3 -0.751618 1.635387 -0.206891
C4 0.280699 -1.108500 -0.192491
O1 -2.415293 -0.225243 0.675918
O2 -0.856835 0.690384 2.306031
O3 1.847112 -0.183739 1.542828
O4 2.286354 -2.546185 1.022806
S1 -1.102064 0.331455 0.944298
S2 1.346491 -1.471013 1.204893
Cl1 -0.556000 -2.405416 -0.934249
Cl2 0.098427 -2.105172 2.662491
H1 -0.066880 1.501638 -2.360428
H2 -1.397460 0.250599 -1.637774
H3 1.158837 -0.434238 -1.957297
H4 1.445255 0.684660 -0.443437
H5 0.137596 2.136189 0.187039
H6 -1.686727 2.426018 -0.191019

Atomic forces in eV per Å
C 0.88 -0.31 1.80
C 1.00 3.55 1.25
C -1.70 2.29 -0.69
C -1.82 0.80 2.33
O 0.73 0.20 -0.49
O 0.77 0.37 -0.11
O 0.10 0.45 0.50
O -1.00 0.53 -0.36
S -1.65 -1.79 -0.25
S 1.54 -1.00 -0.10
Cl -0.09 -0.15 0.37
Cl -0.04 -0.13 -0.30
H -1.13 -0.48 0.60
H 0.55 0.58 -1.14
H 1.14 -0.65 -1.27
H -1.34 -2.09 -2.00
H -0.16 0.11 -0.17
H 2.24 -2.28 0.02

Results of the natural (NBO) charge analysis, in e, for atoms 1 through 4: -0.416, -0.502, -0.680, -0.432

***

C4H6Cl2OS | wB97M-V/def2-TZVPD

molar mass	173.064	g/mol
E_tot	-42169.141	eV
LUMO level	0.2	eV
ΔE to the lowest compared entry with this formula, charge and spin	72.3	kcal per mole
gap between HOMO and LUMO	9.369	eV
net charge	0

Element x y z (Å)
C1 -0.537534 -0.809306 0.012617
C2 -1.000706 0.575857 -0.346073
C3 0.545116 0.788966 -0.570551
C4 0.837478 -0.293201 0.358038
H1 -1.697122 -3.333405 1.129620
H2 -0.623861 -1.374689 -0.960618
H3 -1.349270 1.393032 0.386849
H4 -1.407965 0.644758 -1.378263
H5 0.917093 0.194557 -1.567083
H6 1.820450 2.498188 -0.543437
O1 0.847461 2.058107 -0.318916
S1 -1.385623 -1.710525 1.517313
Cl1 0.721784 0.491112 1.969889
Cl2 2.312699 -1.123451 0.310616

Atomic forces in eV per Å
C -2.16 -3.44 1.09
C 0.92 2.02 -1.52
C 0.04 -1.17 -3.59
C -0.46 0.49 2.54
H 0.91 3.91 0.37
H 0.48 0.01 1.46
H 0.31 -1.87 -1.03
H -0.73 0.04 1.15
H -0.89 2.28 1.28
H -3.60 -2.50 0.69
O 4.33 4.43 -0.97
S -0.30 -2.84 -1.94
Cl 0.10 -0.19 0.97
Cl 1.06 -1.16 -0.50

Results of the natural (NBO) charge analysis, in e, for atoms 1 through 4: -0.314, -0.446, 0.099, -0.121

***

C4H6Cl4NP | wB97M-V/def2-TZVPD

molar mass	240.885	g/mol
E_tot	-65110.160	eV
LUMO level	-0.9	eV
ΔE to the lowest compared entry with this formula, charge and spin	66.8	kcal per mole
gap between HOMO and LUMO	8.223	eV
net charge	0

Element x y z (Å)
C1 -1.030522 1.377271 -0.892184
C2 -0.307918 -1.041978 2.693047
C3 0.179392 1.333129 -1.947352
C4 -0.635068 -2.497420 2.635638
N1 1.240081 0.667491 -1.368131
P1 1.723195 -0.764205 -1.704347
Cl1 -0.479652 0.617286 -3.561267
Cl2 0.677242 2.934395 -2.290770
Cl3 3.300482 -1.078704 -0.634978
Cl4 -0.422797 -3.031478 1.075059
H1 -1.786376 1.893506 -1.337377
H2 -0.522874 1.577354 0.062637
H3 -1.438453 0.329103 -0.838177
H4 0.486401 -0.993107 3.488094
H5 -1.232054 -0.602867 2.753131
H6 0.248920 -0.719779 1.866974

Atomic forces in eV per Å
C 3.15 -3.82 -0.51
C 3.34 -2.68 0.85
C -2.19 -0.85 1.16
C -0.19 0.24 0.59
N 0.77 -0.78 0.14
P -2.01 0.11 -1.76
Cl 0.27 0.03 0.70
Cl 0.40 1.70 -0.54
Cl 1.82 -0.22 1.49
Cl 0.11 -0.62 -1.00
H -1.97 2.32 -0.39
H -0.88 0.72 -0.31
H 0.61 0.74 0.05
H -1.56 0.57 0.27
H -2.05 1.77 1.03
H 0.38 0.76 -1.80

Results of the natural (NBO) charge analysis, in e, for atoms 1 through 4: -0.613, -0.777, 0.125, 0.036

***

C4H6Cl8 | wB97M-V/def2-TZVPD

molar mass	337.716	g/mol
E_tot	-104424.012	eV
LUMO level (alpha / beta)	2.2 / 2.2	eV
gap between HOMO and LUMO (alpha / beta)	1.828 / 8.804	eV
2S+1	2
net charge	-1

Element x y z (Å)
Cl1 -1.085510 0.367119 0.095612
C1 -0.345073 -1.193087 -0.111630
C2 0.776712 -1.242326 -1.159833
Cl2 2.107632 -0.071676 -0.881534
H1 -1.193374 -1.810704 -0.406663
H2 -0.027738 -1.520750 0.878337
H3 0.511615 -1.144740 -2.212585
H4 1.144972 -2.268073 -1.141841
C3 1.212874 0.451281 4.428209
Cl3 -0.399243 1.145232 4.529204
Cl4 2.409625 1.556197 3.677989
Cl5 1.235931 -1.112294 3.545216
H5 1.556355 0.290388 5.450078
C4 -1.522773 1.379345 -3.248408
Cl6 -2.701141 2.581495 -3.706003
Cl7 -0.316663 1.084079 -4.477798
Cl8 -2.372089 -0.170773 -2.913565
H6 -0.992114 1.679289 -2.344784

Atomic forces in eV per Å
Cl -0.20 1.42 0.28
C 0.18 -0.51 -0.52
C -0.15 -0.59 0.09
Cl -0.32 -0.38 0.09
H 0.37 -0.41 -0.25
H 0.36 0.01 -0.13
H -0.63 0.56 0.25
H 0.52 0.07 0.44
C 0.70 0.60 0.87
Cl -1.26 0.70 0.18
Cl 0.63 0.93 -0.22
Cl -0.10 -2.19 -0.89
H -0.02 -0.08 -0.03
C -0.13 -0.95 0.52
Cl -0.03 0.36 -0.11
Cl 0.28 0.17 -0.40
Cl 0.12 0.36 -0.12
H -0.31 -0.06 -0.05

Results of the natural (NBO) charge analysis, in e, for atoms 1 through 4: -0.063, -0.471, -0.414, -0.066

***

C4H6ClF | wB97M-V/def2-TZVPD

molar mass	108.543	g/mol
E_tot	-19484.103	eV
SMILES	C/C(F)=C(\C)Cl
LUMO level	0.9	eV
ΔE to the lowest compared entry with this formula, charge and spin	14.7	kcal per mole
gap between HOMO and LUMO	9.874	eV
net charge	0

Element x y z (Å)
C1 -1.481564 0.911322 0.087654
C2 -0.044748 0.845174 0.442307
C3 0.853804 -0.114396 0.165119
C4 0.761975 -1.386054 -0.570606
H1 -1.606447 1.470875 -0.809071
H2 -1.865252 1.473774 0.855274
H3 -1.899678 -0.040424 0.126420
H4 0.708550 -2.125069 0.257254
H5 1.734664 -1.518783 -1.135081
H6 -0.164629 -1.471503 -1.314126
F1 0.477325 1.920133 1.015955
Cl1 2.526000 0.034951 0.878902

Atomic forces in eV per Å
C 2.22 0.36 -0.29
C 2.07 -1.77 -1.22
C 0.52 1.08 0.61
C -0.98 -0.86 -1.13
H -0.38 0.11 -0.95
H -1.47 1.39 1.86
H -0.88 -1.54 -0.43
H -0.04 -0.29 -1.01
H -1.33 -0.07 0.50
H 1.98 0.21 1.74
F -0.48 1.23 0.82
Cl -1.24 0.16 -0.50

Results of the natural (NBO) charge analysis, in e, for atoms 1 through 4: -0.668, 0.372, -0.051, -0.668

***

C4H6ClF | wB97M-V/def2-TZVPD

molar mass	108.543	g/mol
E_tot	-19480.044	eV
SMILES	F/C=C/CCCl
LUMO level	0.5	eV
ΔE to the lowest compared entry with this formula, charge and spin	108.3	kcal per mole
gap between HOMO and LUMO	9.440	eV
net charge	0

Element x y z (Å)
C1 1.530185 0.695547 -0.247566
C2 0.386425 -0.159704 -1.080112
C3 -0.515365 -0.741688 -0.122680
C4 -1.243930 -2.053219 -0.460798
H1 2.047180 1.062864 -1.376902
H2 2.479315 0.186667 0.380012
H3 -0.167491 0.502902 -1.660232
H4 0.901025 -0.904519 -1.600821
H5 -0.671380 -0.170224 0.856591
H6 -1.124702 -2.723823 -1.573058
F1 -1.720290 -2.555765 0.831869
Cl1 0.651458 2.270730 0.526736

Atomic forces in eV per Å
C 1.60 0.89 -4.36
C 1.81 1.27 3.70
C -4.34 -6.27 -0.17
C 3.75 4.41 2.52
H -0.81 -0.20 3.86
H -3.35 1.42 -1.29
H -0.29 1.51 -1.45
H 0.80 -0.93 -1.22
H -0.09 -1.45 -1.40
H -0.66 1.81 4.15
F 0.04 -0.09 -3.49
Cl 1.54 -2.37 -0.84

Results of the natural (NBO) charge analysis, in e, for atoms 1 through 4: -0.365, -0.478, -0.215, 0.142

***

C4H6ClF3 | wB97M-V/def2-TZVPD

molar mass	146.539	g/mol
E_tot	-24917.786	eV
LUMO level	-0.8	eV
ΔE to the lowest compared entry with this formula, charge and spin	51.2	kcal per mole
gap between HOMO and LUMO	10.291	eV
net charge	0

Element x y z (Å)
C1 1.244782 0.575137 -1.216850
C2 -0.855985 0.618039 1.321071
C3 0.475132 -0.687014 -0.556643
C4 -0.812328 -0.258618 0.153782
F1 1.344934 -0.966744 0.440044
F2 0.308710 -1.684229 -1.436791
F3 -1.006337 -2.031348 1.112986
Cl1 -2.161288 -0.398714 -0.865890
H1 2.087642 0.005979 -1.818837
H2 0.529250 1.154971 -1.851890
H3 1.503410 1.128774 -0.277626
H4 -1.661773 0.203506 1.994557
H5 0.120399 0.718507 1.915798
H6 -1.116549 1.621755 1.086290

Atomic forces in eV per Å
C -1.11 -2.12 -0.14
C 0.68 -0.39 2.32
C 1.16 2.92 0.01
C -0.28 -4.25 0.31
F 0.26 -1.48 0.18
F 0.08 0.11 0.67
F 0.28 2.90 -1.48
Cl -0.07 0.49 0.26
H -1.47 1.82 1.33
H 0.94 -0.42 0.27
H 0.45 -0.16 -1.41
H 0.91 0.44 -0.66
H -1.34 -0.74 -1.07
H -0.49 0.88 -0.61

Results of the natural (NBO) charge analysis, in e, for atoms 1 through 4: -0.661, -0.733, 0.622, 0.321

***

C4H6ClFNO2 | wB97M-V/def2-TZVPD

molar mass	154.548	g/mol
E_tot	-25060.441	eV
SMILES	[NH3+]/C(C=O)=C(/O)[C@@H](F)Cl
LUMO level	-4.5	eV
ΔE to the lowest compared entry with this formula, charge and spin	18.0	kcal per mole
gap between HOMO and LUMO	9.969	eV
net charge	+1

Element x y z (Å)
C1 2.103753 -0.086372 0.325468
C2 0.678231 -0.244854 0.063538
C3 -0.050856 0.902065 -0.173532
C4 -1.836840 0.589251 -0.419876
N1 -0.060532 -1.509049 0.000266
O1 2.540332 1.032877 0.491441
O2 0.220984 2.195793 -0.078381
F1 -1.836163 -0.266124 -1.413111
Cl1 -2.392100 -0.070231 1.160547
H1 2.542800 -1.118834 0.458244
H2 -2.167703 1.598960 -0.816528
H3 0.431215 -2.065420 0.685121
H4 -0.283936 -1.777065 -0.917068
H5 -1.057987 -1.425599 0.324578
H6 1.168797 2.244597 0.309292

Atomic forces in eV per Å
C -1.55 -1.43 0.65
C -0.93 3.30 -1.04
C -3.92 -0.31 0.70
C 4.70 3.65 0.82
N -0.33 1.50 1.87
O 0.74 -0.68 -0.15
O 1.35 -2.15 0.52
F -0.94 -1.73 -1.05
Cl -0.52 0.72 -1.16
H 1.15 1.17 -0.02
H -0.52 -1.26 1.27
H -0.05 -1.52 -0.53
H 0.92 -1.58 -1.92
H 0.92 0.31 0.84
H -1.03 0.01 -0.78

Results of the natural (NBO) charge analysis, in e, for atoms 1 through 4: 0.413, -0.224, 0.476, 0.146

***

C4H6ClI | wB97M-V/def2-TZVPD

molar mass	216.449	g/mol
E_tot	-24863.429	eV
LUMO level (alpha / beta)	-1.0 / -0.4	eV
ΔE to the lowest compared entry with this formula, charge and spin	84.1	kcal per mole
gap between HOMO and LUMO (alpha / beta)	7.822 / 8.413	eV
net charge	0

Element x y z (Å)
C1 1.475710 1.305627 -1.218521
C2 1.568755 0.535567 -0.101286
C3 -0.636045 -0.391753 1.150107
C4 -1.455025 -0.948152 -0.001140
Cl1 -3.257188 -1.022227 0.385493
I1 3.150552 -0.201875 1.063322
H1 2.304471 1.846914 -1.721485
H2 0.441315 1.391397 -1.715986
H3 -0.473594 -1.066734 2.043933
H4 -0.539933 0.703845 1.259470
H5 -1.183033 -1.931180 -0.276179
H6 -1.395985 -0.221429 -0.867729

Atomic forces in eV per Å
C -1.10 -1.18 1.16
C -0.09 0.64 -1.55
C -0.11 -0.23 -0.21
C 0.21 2.76 0.07
Cl 0.51 0.00 0.11
I -0.52 0.52 -0.55
H -0.47 -0.54 0.55
H 1.65 -0.02 0.90
H 0.09 1.02 -1.22
H -0.41 -0.94 0.16
H 0.27 -0.91 -0.30
H -0.03 -1.14 0.90

Results of the natural (NBO) charge analysis, in e, for atoms 1 through 4: -0.565, -0.165, -0.254, -0.421

***

C4H6ClN3O2S | wB97M-V/def2-TZVPD

molar mass	195.631	g/mol
E_tot	-36164.836	eV
LUMO level	-1.0	eV
ΔE to the lowest compared entry with this formula, charge and spin	36.5	kcal per mole
gap between HOMO and LUMO	8.057	eV
net charge	0

Element x y z (Å)
C1 -2.069207 1.312912 -0.174806
C2 0.309573 1.048043 0.827699
C3 -1.122129 0.471744 0.446336
C4 -0.853579 -0.652779 -0.520337
N1 -2.850962 1.995919 -0.630395
N2 1.026461 -0.191969 0.860056
N3 -1.288298 -1.832178 -0.348305
O1 2.157843 1.020935 -1.115648
O2 2.318373 -1.478759 -0.829991
S1 2.194273 -0.165725 -0.285005
Cl1 3.968040 0.144761 0.735546
H1 0.865925 1.787669 0.160528
H2 0.398097 1.468968 1.762989
H3 -1.524340 0.068655 1.359680
H4 -0.467542 -0.461046 -1.525694
H5 -1.303794 -2.455682 -1.247583
H6 -1.758730 -2.081468 0.524932

Atomic forces in eV per Å
C -0.23 0.48 0.45
C 0.27 0.06 -2.02
C 2.04 0.20 0.28
C 1.75 1.26 0.20
N -1.25 1.07 -0.93
N 1.61 -0.91 -2.48
N -1.15 -2.42 -2.18
O -0.06 -0.89 -0.34
O 0.17 -0.23 -0.56
S -0.75 0.31 1.64
Cl 0.03 -0.15 0.17
H -1.79 -0.74 0.26
H -0.85 1.10 2.34
H -0.25 -0.26 0.42
H 0.15 0.39 0.46
H 0.06 1.05 2.87
H 0.27 -0.31 -0.58

Results of the natural (NBO) charge analysis, in e, for atoms 1 through 4: 0.259, -0.237, -0.416, 0.350

***

C4H6ClNS | wB97M-V/def2-TZVPD

molar mass	135.619	g/mol
E_tot	-29089.169	eV
SMILES	C/C(Cl)=[NH+]\[S-].C#C
LUMO level	0.0	eV
ΔE to the lowest compared entry with this formula, charge and spin	82.4	kcal per mole
gap between HOMO and LUMO	7.789	eV
net charge	0

Element x y z (Å)
C1 -2.108450 -0.783071 -1.031053
C2 -2.543236 0.325018 -1.155354
C3 1.337582 0.680904 -0.096647
C4 0.413424 -0.023554 0.773356
N1 2.289881 0.070845 -0.796946
S1 2.924320 -1.408746 -0.512452
Cl1 1.015308 2.240024 -0.612948
H1 -1.880899 -1.753271 -0.818368
H2 -2.913638 1.261943 -1.276147
H3 -0.552500 0.551698 0.982131
H4 0.744442 -0.511152 1.664276
H5 0.123567 -0.896462 0.179805
H6 2.430547 0.574583 -1.679775

Atomic forces in eV per Å
C -1.03 1.97 -0.23
C 0.91 -2.16 0.14
C 1.57 -1.33 -1.18
C -2.29 -0.02 0.27
N -2.18 1.94 0.52
S 0.40 -1.26 0.07
Cl -0.54 1.39 -0.23
H 0.68 -1.94 0.22
H -0.75 2.10 -0.30
H 1.65 -0.58 -0.28
H 0.81 0.23 0.76
H -0.06 -0.12 -0.16
H 0.83 -0.21 0.39

Results of the natural (NBO) charge analysis, in e, for atoms 1 through 4: -0.227, -0.219, 0.207, -0.702